w | The following is a quantum chemistry calculation of C39H50BBeN7S4 as an isolated structure, from OMol25.

Its HOMO energy is -13.315 eV. The calculation puts the lowest unoccupied orbital energy at -6.5043 eV.

Structure (ORCA input):
```
! RIJCOSX wB97M-V def2-TZVPD def2/J DEFGRID3
* xyz 2 1
Be 11.078 15.687 9.848
C 6.838 16.496 8.039
C 7.733 17.640 8.359
C 7.243 18.916 8.317
C 8.036 20.036 8.676
N 9.293 19.936 8.985
N 9.824 18.625 9.034
B 11.021 18.540 9.858
N 10.898 18.864 11.322
N 11.078 20.166 11.565
C 11.001 20.518 12.798
C 10.960 19.561 13.854
C 10.952 18.192 13.597
C 11.248 17.111 14.653
C 10.718 17.877 12.243
S 10.248 16.239 11.791
C 11.178 22.011 13.096
C 12.258 22.211 14.206
C 11.663 22.726 11.783
C 9.791 22.542 13.515
N 12.376 18.630 9.279
N 12.602 19.580 8.293
C 13.795 20.009 8.096
C 14.941 19.375 8.684
C 14.726 18.202 9.394
C 15.899 17.385 9.859
C 13.371 17.770 9.614
S 13.034 16.240 10.316
C 14.018 21.183 7.091
C 12.820 21.249 6.176
C 14.255 22.434 7.883
C 15.224 20.860 6.165
C 9.108 17.543 8.583
S 9.975 16.079 8.152
C 7.440 21.450 8.599
C 6.397 21.473 9.705
C 6.794 21.707 7.197
C 8.507 22.502 8.880
H 5.824 16.738 8.491
H 7.207 15.537 8.454
H 6.613 16.401 6.983
H 6.239 19.135 8.060
H 11.114 19.927 14.888
H 10.373 16.475 14.848
H 11.534 17.532 15.656
H 12.056 16.472 14.322
H 13.190 21.691 13.945
H 11.884 21.780 15.127
H 12.503 23.243 14.382
H 12.747 22.744 11.751
H 11.409 23.776 11.841
H 11.259 22.208 10.901
H 9.530 22.224 14.522
H 8.975 22.236 12.882
H 9.776 23.615 13.563
H 15.963 19.774 8.568
H 16.835 17.708 9.390
H 15.698 16.332 9.637
H 15.991 17.440 10.959
H 11.877 21.304 6.753
H 12.764 20.357 5.563
H 12.857 22.122 5.528
H 13.446 22.857 8.461
H 14.591 23.225 7.207
H 15.076 22.206 8.573
H 14.999 20.085 5.422
H 16.021 20.565 6.818
H 15.553 21.744 5.599
H 5.554 20.817 9.501
H 6.036 22.484 9.875
H 6.794 21.090 10.683
H 6.046 20.991 6.912
H 7.546 21.744 6.348
H 6.423 22.724 7.318
H 9.163 22.168 9.699
H 8.099 23.494 9.042
H 9.148 22.570 7.989
N 10.977 14.036 9.966
S 12.222 13.128 10.533
C 13.350 13.021 9.195
C 12.774 13.079 7.933
C 13.578 12.868 6.809
C 14.957 12.728 7.001
C 15.473 12.593 8.290
C 14.669 12.732 9.419
C 11.342 11.537 10.638
C 10.245 11.527 11.454
C 9.364 10.428 11.441
C 9.629 9.360 10.633
C 10.723 9.387 9.811
C 11.628 10.424 9.846
H 10.121 13.465 9.814
H 11.722 13.294 7.840
H 13.084 12.802 5.848
H 15.644 12.852 6.139
H 16.529 12.377 8.409
H 15.063 12.501 10.429
H 10.024 12.412 12.178
H 8.485 10.562 12.087
H 8.916 8.515 10.544
H 10.913 8.549 9.101
H 12.576 10.445 9.341
*
```

Atomic partial charges in e from the Mulliken method, atoms 1 to 5:
1. Be 0.88
2. C -1.72
3. C -0.29
4. C -0.41
5. C -0.01

x | The following is a quantum chemistry calculation of C39H50BBeN7S4 as an isolated structure, from OMol25.

Its HOMO energy is -12.927 eV. The calculation puts the lowest unoccupied orbital energy at -6.4013 eV.

Structure (ORCA input):
```
! RIJCOSX wB97M-V def2-TZVPD def2/J DEFGRID3
* xyz 2 1
Be 1.385 -2.761 0.198
C 1.485 -0.146 4.503
C 0.583 0.396 3.406
C -0.091 1.618 3.472
C -1.084 1.976 2.521
N -1.370 1.221 1.466
N -0.514 0.119 1.284
B -0.595 -0.652 0.019
N -1.750 -1.756 0.009
N -2.848 -1.023 -0.309
C -3.993 -1.418 0.243
C -4.077 -2.674 0.881
C -2.990 -3.526 0.906
C -3.002 -4.917 1.499
C -1.706 -3.056 0.323
S -0.322 -4.094 0.219
C -5.214 -0.589 0.081
C -5.894 -0.024 1.370
C -6.211 -1.493 -0.670
C -5.001 0.652 -0.740
N -0.107 -0.160 -1.278
N -0.428 1.169 -1.362
C -0.592 1.652 -2.554
C -0.608 0.751 -3.678
C -0.061 -0.531 -3.600
C 0.007 -1.466 -4.773
C 0.219 -1.005 -2.309
S 0.949 -2.581 -1.937
C -0.915 3.101 -2.691
C -0.354 3.866 -1.493
C -0.201 3.610 -3.947
C -2.433 3.226 -2.956
C 0.333 -0.360 2.264
S 1.043 -1.962 2.120
C -1.787 3.273 2.830
C -2.851 3.461 1.759
C -2.449 3.142 4.227
C -0.773 4.399 2.912
H 1.896 0.720 5.097
H 2.387 -0.682 4.113
H 0.882 -0.801 5.174
H 0.121 2.214 4.304
H -5.015 -2.991 1.323
H -3.956 -5.076 1.910
H -2.229 -4.951 2.295
H -2.891 -5.661 0.729
H -6.300 -0.825 2.008
H -6.681 0.685 1.059
H -5.157 0.558 1.964
H -6.396 -2.461 -0.239
H -5.781 -1.765 -1.637
H -7.162 -0.983 -0.870
H -4.671 1.509 -0.144
H -5.962 0.969 -1.223
H -4.237 0.433 -1.493
H -1.049 1.106 -4.614
H -0.209 -0.937 -5.734
H -0.667 -2.352 -4.663
H 1.029 -1.842 -4.771
H 0.725 3.865 -1.568
H -0.596 3.405 -0.515
H -0.681 4.926 -1.483
H 0.869 3.443 -3.924
H -0.451 4.678 -4.117
H -0.576 3.064 -4.837
H -2.991 3.024 -2.040
H -2.683 2.514 -3.773
H -2.751 4.249 -3.358
H -3.617 2.649 1.712
H -2.403 3.544 0.741
H -3.334 4.450 1.997
H -3.252 2.348 4.206
H -3.003 4.089 4.422
H -1.708 2.912 4.995
H -0.245 4.520 1.954
H -0.029 4.159 3.644
H -1.245 5.340 3.311
N 3.172 -2.972 0.101
S 4.281 -1.974 0.803
C 4.663 -0.665 -0.470
C 5.516 -0.977 -1.500
C 5.724 -0.042 -2.517
C 4.932 1.110 -2.572
C 4.118 1.429 -1.496
C 3.957 0.541 -0.444
C 5.905 -2.854 0.851
C 5.852 -4.234 0.950
C 7.006 -5.019 0.716
C 8.247 -4.395 0.568
C 8.315 -3.017 0.578
C 7.162 -2.235 0.673
H 3.558 -3.356 -0.750
H 5.945 -1.951 -1.580
H 6.466 -0.316 -3.250
H 4.964 1.769 -3.421
H 3.557 2.370 -1.547
H 3.352 0.785 0.421
H 4.895 -4.708 1.267
H 7.001 -6.089 0.762
H 9.152 -5.030 0.535
H 9.292 -2.527 0.481
H 7.205 -1.125 0.675
*
```

Atomic partial charges in e from the Mulliken method, atoms 1 to 5:
1. Be 0.31
2. C -1.75
3. C -0.55
4. C -0.59
5. C 0.37

Most favorable structure: w. The second most favorable one is 103.2 kJ/mol above it.

w | The following is a quantum chemistry calculation of one molecule with the formula C6H15NS, from OMol25.

Its HOMO energy is -8.588 eV. The structure (SMILES) is CC(C)NCCCS. The calculation puts the lowest unoccupied orbital energy at 0.8669 eV.

Structure (ORCA input):
```
! RIJCOSX wB97M-V def2-TZVPD def2/J DEFGRID3
* xyz 0 1
C -1.419 -0.411 1.033
C -0.257 -1.140 1.809
S -0.307 -2.821 1.473
C -1.019 0.801 0.138
N 0.443 0.835 -0.355
C 1.769 2.623 -1.135
C 0.463 1.795 -1.434
C 0.475 1.112 -2.823
H -1.922 -0.998 0.321
H -2.147 -0.123 1.797
H 0.123 -0.601 2.661
H 0.574 -0.724 1.137
H -0.324 -3.159 2.842
H -1.728 0.754 -0.721
H -1.107 1.737 0.645
H 0.720 -0.172 -0.597
H 1.617 3.516 -0.503
H 2.547 1.974 -0.733
H 2.062 3.142 -2.129
H -0.452 2.392 -1.568
H 0.004 0.121 -2.910
H 1.617 1.061 -3.154
H 0.161 1.697 -3.690
*
```

Atomic partial charges in e from the Mulliken method, atoms 1 to 5:
1. C -0.94
2. C -0.39
3. S -0.28
4. C -0.48
5. N -0.38

x | The following is a quantum chemistry calculation of one molecule with the formula C6H15NS, from OMol25.

Its HOMO energy is -8.100 eV. The structure (SMILES) is CCN(CC)CCS. The calculation puts the lowest unoccupied orbital energy at 0.9267 eV.

Structure (ORCA input):
```
! RIJCOSX wB97M-V def2-TZVPD def2/J DEFGRID3
* xyz 0 1
C -0.967 2.235 -1.138
C -1.166 1.061 -0.365
C 1.258 0.472 -0.449
C 1.230 -0.549 -1.535
C -0.173 -0.243 1.443
C -0.359 -1.727 1.079
H -0.879 3.167 -0.395
H -1.751 2.437 -1.953
H 0.231 2.116 -1.633
H -1.367 0.108 -1.065
H -2.124 1.052 0.333
H 1.808 1.363 -0.805
H 1.919 0.096 0.388
H 0.726 -0.179 -2.496
H 2.373 -0.761 -1.815
H 0.855 -1.532 -1.059
H -1.227 0.006 2.019
H 0.482 -0.144 2.433
H -1.217 -1.777 0.494
H 0.670 -1.990 0.641
H 0.351 -2.952 3.124
N 0.100 0.587 0.299
S -0.772 -2.846 2.453
*
```

Atomic partial charges in e from the Mulliken method, atoms 1 to 5:
1. C -0.97
2. C -0.25
3. C -1.06
4. C -0.60
5. C -0.75

Most favorable structure: w. The second most favorable one is 89.7 kJ/mol above it.

w | The following is a quantum chemistry calculation of one molecule with the formula C2H2ClNS2, from OMol25.

Its HOMO energy (alpha / beta) is -8.587 / -8.587 eV. The calculation puts the lowest unoccupied orbital energy (alpha / beta) at -1.1411 / -1.1416 eV.

Structure (ORCA input):
```
! RIJCOSX wB97M-V def2-TZVPD def2/J DEFGRID3
* xyz 0 1
C 0.128 -0.844 -0.126
C -0.074 0.187 0.633
N -0.189 -2.502 1.884
S -0.015 -2.528 0.195
S -0.495 -1.238 2.676
Cl -2.639 -0.921 2.457
H 0.321 -0.712 -1.093
H -0.291 1.204 0.521
*
```

Atomic partial charges in e from the Mulliken method, atoms 1 to 5:
1. C 0.04
2. C -0.59
3. N -0.20
4. S 0.10
5. S 0.21

x | The following is a quantum chemistry calculation of C2H2ClNS2 as an isolated structure, from OMol25.

Its HOMO energy (alpha / beta) is -8.654 / -8.653 eV. The calculation puts the lowest unoccupied orbital energy (alpha / beta) at -0.6389 / -0.6392 eV.

Structure (ORCA input):
```
! RIJCOSX wB97M-V def2-TZVPD def2/J DEFGRID3
* xyz 0 1
C 0.175 0.103 -0.191
C 0.982 -0.868 -0.608
N 1.098 0.931 -2.335
S 0.250 1.538 -1.145
S 1.404 -0.620 -2.236
Cl -1.561 2.237 -0.359
H -0.460 0.139 0.666
H 1.205 -1.913 -0.417
*
```

Atomic partial charges in e from the Mulliken method, atoms 1 to 5:
1. C -0.37
2. C -0.19
3. N -0.31
4. S 0.39
5. S 0.13

Most favorable structure: x. The second most favorable one is 132.2 kJ/mol above it.

w | The following is a quantum chemistry calculation of a 5-piece molecular cluster, C3H14O4 overall, from OMol25.

Its expectation value of S² is 0.752. Its HOMO energy (alpha / beta) is -13.915 / -13.913 eV. The calculation puts the lowest unoccupied orbital energy (alpha / beta) at -5.6515 / -9.3776 eV.

Structure (ORCA input):
```
! RIJCOSX wB97M-V def2-TZVPD def2/J DEFGRID3
* xyz 1 2
C 1.967 -0.270 -0.711
C 1.986 1.061 -0.073
C 1.519 2.254 -0.613
H 1.807 -0.945 0.142
H 1.088 -0.426 -1.344
H 2.876 -0.484 -1.281
H 2.558 1.091 0.851
H 1.788 3.240 -0.246
H 0.999 2.293 -1.566
H -1.480 -0.474 -1.736
H -1.892 -1.064 -3.043
O -1.800 -1.280 -2.131
H -0.483 -3.199 0.289
H -1.495 -2.302 -0.365
O -1.242 -2.651 0.494
H -0.849 0.612 0.784
H -2.101 0.058 0.433
O -1.375 0.508 -0.039
H 0.067 1.649 3.588
H 0.721 0.689 2.558
O -0.089 1.142 2.816
*
```

Atomic partial charges in e from the Mulliken method, atoms 1 to 5:
1. C -0.65
2. C 0.11
3. C -0.47
4. H 0.27
5. H 0.24

x | The following is a quantum chemistry calculation of a 4-piece molecular cluster, C3H14O4 overall, from OMol25.

Its expectation value of S² is 0.756. Its HOMO energy (alpha / beta) is -14.399 / -14.399 eV. The calculation puts the lowest unoccupied orbital energy (alpha / beta) at -3.7335 / -10.4753 eV.

Structure (ORCA input):
```
! RIJCOSX wB97M-V def2-TZVPD def2/J DEFGRID3
* xyz 1 2
C -0.529 -0.098 -0.043
O -0.358 -1.616 0.362
C -1.319 0.736 1.053
C -1.325 2.261 0.905
H 0.464 0.353 -0.234
H -1.073 -0.063 -0.980
H 0.664 -1.514 0.537
H -2.319 0.172 1.053
H -0.851 0.370 2.035
H -0.313 2.702 0.788
H -1.917 2.636 -0.038
H -1.767 2.702 1.749
H 1.347 -1.330 -3.403
H 0.418 -2.019 -2.453
O 1.176 -1.428 -2.478
H -1.070 -2.579 -0.924
H -0.967 -3.863 -1.756
O -1.318 -2.969 -1.810
H 3.363 2.474 1.496
H 3.983 1.429 2.537
O 3.711 1.643 1.603
*
```

Atomic partial charges in e from the Mulliken method, atoms 1 to 5:
1. C -0.41
2. O -0.31
3. C -0.33
4. C -1.08
5. H 0.53

Most favorable structure: w. The second most favorable one is 132.2 kJ/mol above it.